10 unconnected molecules or ions with the total composition H20O10, computed with ωB97M-V with the def2-TZVPD basis set.

Atoms and positions in Å:
H 35.871 22.939 15.840
H 39.271 23.491 18.413
H 33.830 23.485 17.961
O 36.000 22.451 19.006
O 33.820 20.408 18.447
H 39.591 21.433 16.511
H 37.432 23.547 21.996
O 36.151 23.782 16.248
O 36.117 26.452 17.919
O 34.463 23.903 20.861
H 40.763 23.199 18.014
H 33.973 19.463 18.972
H 35.601 21.692 18.538
H 37.449 22.912 20.663
H 36.493 22.743 18.198
O 40.177 23.844 18.537
H 36.575 19.700 16.389
O 36.704 19.975 17.301
O 38.968 21.631 17.154
H 39.160 21.167 17.985
H 36.165 25.627 17.447
O 33.015 23.986 17.694
H 35.082 24.387 21.406
H 33.040 24.824 18.166
H 32.865 20.470 18.460
H 37.202 20.707 17.079
O 38.041 23.167 21.262
H 36.941 24.227 16.028
H 35.280 26.734 17.819
H 34.824 23.244 20.183

Its multiplicity is 1. For the LUMO energy, the calculation gives -0.0116 Eh. As for the energy above the lowest of the compared OMol25 structures with the same formula, charge and spin: 435.0 kJ/mol. The HOMO-LUMO gap comes out at 0.3811 Eh. As for the SMILES: O.O.O.O.O.O.O.O.O.O. For the max |F|, the calculation gives 0.13271 hartree/bohr. The value obtained for the total energy is -20798.1046 eV.

=====

2 unconnected molecules or ions with the total composition C3H7Br3Si, computed with ωB97M-V with the def2-TZVPD basis set.

Atoms and positions in Å:
H 0.524 0.926 -2.028
Br -2.744 0.518 1.756
Si -1.604 0.132 -0.130
C 1.073 0.464 -1.139
C 0.760 -0.475 1.208
C 0.267 0.496 0.155
H 1.508 -1.201 0.568
H -0.011 -1.042 1.724
H 1.987 1.063 -0.992
H 1.432 -0.529 -1.429
Br -2.662 1.081 -1.828
H 0.523 1.562 0.484
H 1.298 0.038 1.974
Br -2.352 -3.034 -0.323

Its multiplicity is 1. For the LUMO energy, the calculation gives -0.0792 Eh. As for the energy above the lowest of the compared OMol25 structures with the same formula, charge and spin: 259.0 kJ/mol. The HOMO-LUMO gap comes out at 0.2607 Eh. For the max |F|, the calculation gives 0.06560 hartree/bohr. The value obtained for the total energy is -221230.7651 eV.

=====

A single C4H9NO2 molecule, computed with ωB97M-V with the def2-TZVPD basis set.

Atoms and positions in Å:
C -0.724 -0.949 0.409
O 1.487 -1.511 -1.106
H 1.669 1.382 0.093
H 0.350 -2.278 1.325
H -2.193 1.479 0.132
C -1.277 1.356 -0.460
N 1.115 0.598 -0.231
H -1.558 0.873 -1.401
H -1.811 -1.016 0.406
C -0.276 0.507 0.318
C 1.875 -0.442 -0.669
H 2.959 -0.254 -0.581
H -0.350 -1.441 -0.485
O -0.212 -1.542 1.586
H -0.187 0.891 1.341
H -0.867 2.347 -0.677

Its multiplicity is 1. For the LUMO energy, the calculation gives 0.0297 Eh. As for the energy above the lowest of the compared OMol25 structures with the same formula, charge and spin: 118.7 kJ/mol. The HOMO-LUMO gap comes out at 0.3883 Eh. As for the SMILES: C[C@@H](CO)NC=O. For the max |F|, the calculation gives 0.00857 hartree/bohr. The value obtained for the total energy is -9878.8306 eV.

=====

A single C7H6N2O molecule, computed with ωB97M-V with the def2-TZVPD basis set.

Atoms and positions in Å:
C 1.267 1.787 0.254
C 0.611 -2.009 0.181
H -0.455 3.392 0.202
C -1.516 -1.277 -0.385
N -0.809 -2.345 0.241
H -1.860 1.534 -1.172
H -1.534 -3.205 0.740
C 0.056 2.289 -0.097
H 1.989 2.713 0.587
O -2.737 -1.165 -0.434
H 1.442 -2.607 0.247
C 0.697 -0.637 0.038
H 2.570 0.103 0.303
C -0.499 -0.046 -0.349
C -0.918 1.155 -0.488
N 1.696 0.319 0.133

Its multiplicity is 1. For the LUMO energy, the calculation gives 0.0118 Eh. As for the energy above the lowest of the compared OMol25 structures with the same formula, charge and spin: 423.6 kJ/mol. The HOMO-LUMO gap comes out at 0.2732 Eh. As for the SMILES: O=c1[nH]cc2[nH]cccc1-2. For the max |F|, the calculation gives 0.14405 hartree/bohr. The value obtained for the total energy is -12378.9654 eV.

=====

2 unconnected molecules or ions with the total composition C2H2ClN3O, computed with ωB97M-V with the def2-TZVPD basis set.

Atoms and positions in Å:
Cl 2.871 -0.297 -0.258
N -0.153 1.978 -0.060
N 1.213 0.021 -0.216
H -0.748 2.321 0.670
C -0.491 -1.445 0.091
O 0.306 -2.245 0.344
C 0.631 1.068 -0.017
H -2.228 -0.729 -0.552
N -1.401 -0.672 -0.001

Its multiplicity is 3. For the LUMO energy (alpha / beta), the calculation gives 0.0212 / -0.1257 Eh. The HOMO-LUMO gap (alpha / beta) comes out at 0.2431 / 0.2413 Eh. For the max |F|, the calculation gives 0.12914 hartree/bohr. The value obtained for the total energy is -21140.0582 eV.

=====

A molecular structure, C38H42N10O3V, computed with ωB97M-V with the def2-TZVPD basis set.

Atoms and positions in Å:
H 1.854 -3.456 1.857
C 3.186 3.454 3.802
C 1.491 0.885 3.594
H 3.604 1.872 2.412
H -2.397 2.403 0.840
H -2.792 1.117 1.999
H 2.924 -1.479 -1.175
H 2.701 6.694 2.924
H -4.835 -2.963 -2.047
C -2.384 -2.397 2.085
C -0.906 3.287 -2.645
H 0.706 4.631 -3.029
H 2.764 5.240 4.903
N -2.693 -0.490 -1.298
C -3.219 0.473 -2.046
H 2.892 7.042 0.583
C 3.093 5.118 1.527
C -1.306 2.126 -1.960
C 2.944 4.820 3.920
H -1.298 -4.817 -0.522
C -1.016 -2.972 -3.922
H 0.560 -3.411 -1.191
C 3.398 2.926 2.529
H 2.824 -0.468 4.537
C 3.346 3.753 1.420
H -3.154 2.377 -2.667
V -1.091 -0.065 0.130
H 2.522 -2.645 -2.467
C -4.424 -1.965 -2.054
H 2.132 -3.713 -0.393
O 4.143 0.893 6.010
C 2.903 5.636 2.801
C -0.746 1.772 3.547
H -2.222 -6.064 -1.347
C 1.280 0.386 2.316
C 0.866 -3.058 1.585
H -0.575 -4.025 -5.823
H 1.419 1.308 -0.411
C -1.149 -1.521 -4.285
N -1.210 -3.375 -2.640
C 0.341 1.431 4.260
N 0.219 0.642 1.587
O 0.970 -2.223 0.452
H -1.672 2.065 4.027
H 1.723 -1.397 -4.182
H -2.771 -2.475 -0.783
H -5.895 -1.104 -3.369
C -2.216 -4.540 3.221
N -5.318 -3.101 3.864
N -1.907 -1.584 1.416
C -4.994 -0.940 -2.790
H 2.150 5.718 -0.314
C -0.694 1.731 2.038
C 3.007 5.993 0.305
H 2.576 -0.068 -3.344
C 0.794 1.893 -1.071
N -2.625 1.738 -2.098
H -4.769 1.113 -3.393
C -2.023 1.482 1.309
C 1.411 -2.938 -0.692
C 2.101 -2.023 -1.665
H -0.476 -6.225 -1.197
C -4.378 0.295 -2.800
C 1.265 3.022 -1.704
C -2.955 -3.381 2.902
N -0.467 1.444 -1.184
O 1.178 -1.105 -2.212
C 0.384 3.736 -2.509
H -0.487 -1.244 -5.112
H 0.864 0.111 -3.798
H 2.289 3.331 -1.563
C 1.614 -0.594 -3.442
H -0.669 -6.237 -4.214
N -1.614 -5.492 3.485
H 0.336 1.469 5.347
H -1.618 3.808 -3.274
C 3.394 1.311 5.126
H 0.488 -2.451 2.403
H 1.980 -0.348 1.907
C -4.254 -3.218 3.425
C -1.100 -4.730 -2.644
H 3.507 3.315 0.441
N 3.242 2.694 4.974
H 3.647 3.169 5.764
C -1.281 -5.504 -1.371
C -0.821 -5.204 -3.924
H -0.891 -0.905 -3.420
H 3.902 5.907 -0.315
H 0.186 -3.898 1.412
C -3.271 -1.701 -1.342
C -0.770 -4.058 -4.758
N 2.659 0.507 4.331
H -2.172 -1.257 -4.585
H -0.256 2.686 1.672

Its charge is -2. Its multiplicity is 4. For the LUMO energy (alpha / beta), the calculation gives 0.1384 / 0.1383 Eh. As for the energy above the lowest of the compared OMol25 structures with the same formula, charge and spin: 92.2 kJ/mol. The HOMO-LUMO gap (alpha / beta) comes out at 0.1697 / 0.1836 Eh. For the max |F|, the calculation gives 0.01598 hartree/bohr. The value obtained for the total energy is -86818.7069 eV.

=====

10 unconnected molecules or ions with the total composition C13H44F6O9P, computed with ωB97M-V with the def2-TZVPD basis set.

Atoms and positions in Å:
H 2.171 2.931 0.912
O 1.411 5.491 1.621
P -0.680 0.593 1.167
H -4.203 1.188 -1.142
H -2.839 -2.034 -0.278
O -2.417 2.183 -1.611
H -2.902 -3.707 -0.732
C 2.749 4.936 1.515
H 1.465 -2.586 -5.021
H -2.642 -1.593 -2.940
H 2.612 -1.141 0.198
H 2.708 -3.267 4.043
H 4.587 5.592 0.564
H 3.671 3.474 0.164
H 0.791 -5.968 2.166
F 0.919 0.700 1.094
H -1.315 3.899 -0.007
H 0.858 3.934 2.680
C 2.696 3.803 0.518
F -0.506 -1.004 1.500
H -0.728 -0.454 -3.414
C -3.718 2.168 -1.073
H 1.045 0.059 -2.071
H -0.049 -2.627 1.812
O 0.490 3.264 3.261
H -2.661 -0.624 3.315
C 1.247 -3.893 2.581
H 3.319 6.706 0.345
H -0.266 -0.175 -5.135
H 0.221 -2.844 -3.734
O -4.596 -2.024 -2.303
O -2.312 -1.408 3.748
H 2.215 -0.534 -4.155
H -1.868 1.591 -1.077
H 1.933 -3.780 1.728
H -0.431 4.998 0.591
C 3.736 6.029 1.094
C 1.179 -2.385 -3.984
H 3.004 4.641 2.539
H 0.714 -5.565 3.894
H 3.892 -0.393 0.537
O -0.071 -3.519 2.190
H 2.124 4.176 -0.337
C 1.720 -2.962 3.687
H 1.708 -1.919 3.374
H 1.923 -2.923 -3.392
H 0.159 0.951 -3.809
H -2.128 -3.896 -3.511
H -3.672 2.414 -0.003
H -3.600 -4.486 -2.978
H -1.392 -1.438 3.471
C -3.174 -3.576 -3.414
H 1.028 -3.029 4.532
F -0.787 0.258 -0.416
H 0.175 2.571 2.668
H -1.557 -2.751 -1.265
F -0.725 0.913 2.733
C 1.277 -0.901 -3.719
H 4.119 6.575 1.956
H 2.282 -5.632 3.068
C -3.224 -2.401 -2.479
C 0.051 -0.099 -4.099
H -4.681 -1.344 -1.630
H 1.504 6.151 2.317
O 1.523 -0.749 -2.289
C 1.227 -5.359 2.954
H -3.574 -3.408 -4.411
H -4.371 2.928 -1.499
C -2.643 -2.712 -1.107
O -1.075 4.829 -0.107
F -0.869 2.151 0.853
O 3.514 -1.275 0.514
F -2.291 0.286 1.237

Its charge is -1. Its multiplicity is 1. For the LUMO energy, the calculation gives 0.0918 Eh. As for the energy above the lowest of the compared OMol25 structures with the same formula, charge and spin: 0.0 kJ/mol. The HOMO-LUMO gap comes out at 0.3580 Eh. For the max |F|, the calculation gives 0.04802 hartree/bohr. The value obtained for the total energy is -58224.8211 eV.

=====

A molecular structure, C4H8N2O, computed with ωB97M-V with the def2-TZVPD basis set.

Atoms and positions in Å:
H -2.998 -1.338 -0.916
H 0.982 2.444 -0.674
N 0.408 1.615 -0.778
H 0.110 1.400 -1.728
H 1.426 -0.334 -1.058
H -1.752 -2.147 0.241
C 0.729 0.497 -0.046
C -1.965 -1.426 -0.563
H 0.148 1.494 1.792
H 0.472 -0.191 1.998
C 0.273 -0.900 -0.487
N -1.050 -0.730 -1.114
C 0.790 0.686 1.430
H 1.830 0.849 1.727
O 0.597 -1.918 0.177

Its multiplicity is 1. For the LUMO energy, the calculation gives 0.0122 Eh. As for the energy above the lowest of the compared OMol25 structures with the same formula, charge and spin: 484.1 kJ/mol. The HOMO-LUMO gap comes out at 0.3120 Eh. For the max |F|, the calculation gives 0.07150 hartree/bohr. The value obtained for the total energy is -9301.3760 eV.

=====

- The highest max |F| belongs to which entry?
  C7H6N2O

=====

- Which formula does entry 8 have?
  C4H8N2O

=====

- multiplicity of number 2 (C3H7Br3Si)?
  1